[1]
DFT (ωB97M-V/def2-TZVPD) results for C4H6O2 in the gas phase.

Each line ends with the Mulliken charge.
Geometry (Å):
O  -0.83  -1.16  1.46  -0.463
C  -0.55  0.02  1.43  0.064
C  -0.72  0.88  0.19  -0.578
C  0.46  0.42  -0.68  0.014
C  0.72  -1.04  -0.84  -0.367
O  0.34  -0.21  -1.94  -0.436
H  -0.04  0.49  2.29  0.335
H  -0.68  1.95  0.48  0.305
H  -1.67  0.69  -0.33  0.252
H  1.26  1.16  -0.71  0.347
H  1.75  -1.37  -0.68  0.270
H  -0.04  -1.82  -0.66  0.256

For the HOMO energy, the calculation gives -10.03 eV. For the energy above the lowest of the compared OMol25 structures with the same formula, charge and spin, the calculation gives 2.5188 eV. The value obtained for the energy is -8337.94229 eV. Its maximum force is 1.0 eV Å⁻¹.

[2]
DFT (ωB97M-V/def2-TZVPD) results for 2 unconnected molecules or ions with the total composition C6H5NO at a distorted geometry.

Each line ends with the Mulliken charge.
Geometry (Å):
C  -0.22  0.34  1.27  -0.567
C  0.65  -0.85  1.03  -0.257
C  -0.76  -0.73  0.44  -0.265
C  0.36  1.10  0.12  -0.526
C  1.24  -0.14  -0.21  -0.359
C  -0.10  -0.01  -0.80  -0.388
N  -1.46  0.80  -2.68  0.177
O  -1.88  -0.09  -3.28  -0.182
H  -0.42  0.52  2.27  0.536
H  1.21  -1.58  1.75  0.344
H  -1.61  -1.25  0.71  0.512
H  0.72  2.05  0.07  0.583
H  2.28  -0.16  -0.68  0.393

For the HOMO energy (alpha / beta), the calculation gives -7.50 / -7.96 eV. For the energy above the lowest of the compared OMol25 structures with the same formula, charge and spin, the calculation gives 8.7027 eV. The value obtained for the energy is -9830.50514 eV. Its maximum force is 3.1 eV Å⁻¹.

[3]
DFT (ωB97M-V/def2-TZVPD) results for C4H11N3O in the gas phase at a distorted geometry.

Each line ends with the Mulliken charge.
Geometry (Å):
N  3.25  0.62  0.92  -0.669
C  2.28  -0.50  0.59  -0.338
N  1.02  0.14  0.29  -0.251
C  0.22  -0.59  -0.70  -0.575
C  -1.21  -0.06  -1.01  -0.657
N  -2.02  0.29  0.18  -0.247
C  -3.43  0.28  -0.04  0.026
O  -3.95  -0.62  -0.70  -0.530
H  3.33  0.76  1.95  0.240
H  2.75  1.38  0.45  0.302
H  2.56  -1.06  -0.41  0.289
H  2.26  -1.30  1.39  0.296
H  0.44  0.39  1.04  0.121
H  0.25  -1.65  -0.30  0.364
H  0.78  -0.55  -1.64  0.319
H  -1.74  -0.57  -1.78  0.437
H  -1.02  1.02  -1.38  0.263
H  -1.63  1.01  0.71  0.269
H  -4.13  1.02  0.43  0.341

For the HOMO energy, the calculation gives -8.91 eV. For the energy above the lowest of the compared OMol25 structures with the same formula, charge and spin, the calculation gives 2.4806 eV. The value obtained for the energy is -10842.73063 eV. Its maximum force is 4.3 eV Å⁻¹.

[4]
DFT (ωB97M-V/def2-TZVPD) results for a molecular structure, C33H32N8STl.

Each line ends with the Mulliken charge.
Geometry (Å):
Tl  0.04  0.23  -0.04  1.860
C  3.89  -3.19  -2.53  -0.555
C  2.52  -3.32  -2.63  -0.735
C  1.69  -2.78  -1.65  0.347
C  2.25  -2.10  -0.57  -0.783
C  3.63  -1.97  -0.47  -0.057
C  4.45  -2.52  -1.45  -0.785
N  1.38  -1.53  0.40  -0.057
C  1.36  -1.99  1.65  -0.121
C  2.00  -3.21  2.06  -0.592
C  1.87  -3.67  3.34  -0.664
C  1.13  -2.97  4.34  -0.763
C  0.54  -1.80  4.00  -0.436
C  0.63  -1.31  2.67  1.087
N  0.17  -0.08  2.30  0.851
N  -0.22  0.77  3.13  -1.521
C  -0.28  2.07  2.54  0.242
C  -0.84  3.10  3.28  -0.393
C  -0.78  4.38  2.78  -0.317
C  -0.16  4.60  1.55  -0.641
C  0.35  3.52  0.87  -0.415
N  0.30  2.27  1.36  -0.288
H  4.54  -3.62  -3.30  0.415
H  2.08  -3.84  -3.47  0.448
H  0.61  -2.86  -1.73  0.204
H  4.05  -1.44  0.37  0.493
H  5.52  -2.41  -1.37  0.406
H  2.57  -3.77  1.33  0.463
H  2.36  -4.60  3.61  0.439
H  1.06  -3.36  5.34  0.440
H  -0.02  -1.21  4.72  0.484
H  -1.30  2.87  4.24  0.482
H  -1.21  5.21  3.33  0.446
H  -0.07  5.59  1.13  0.452
H  0.83  3.63  -0.09  0.481
C  -2.62  2.54  -0.06  -1.161
N  -1.67  1.66  -0.76  0.236
C  -1.66  1.68  -2.05  0.021
C  -0.61  1.09  -2.79  -0.133
C  -0.42  0.97  -4.16  -0.908
C  0.84  0.38  -4.34  -0.880
C  1.37  0.17  -3.07  -0.501
N  0.51  0.61  -2.13  0.008
C  -4.08  2.15  -0.10  0.700
C  -4.51  0.83  0.06  0.173
C  -5.86  0.52  0.07  -0.665
C  -6.81  1.53  -0.06  -0.452
C  -6.40  2.84  -0.21  -0.636
C  -5.04  3.15  -0.23  -0.534
H  -2.53  3.54  -0.47  0.545
H  -2.30  2.61  0.98  0.003
H  -2.44  2.21  -2.59  0.477
H  -1.12  1.28  -4.93  0.501
H  1.33  0.15  -5.28  0.458
H  2.33  -0.23  -2.81  0.563
H  -3.78  0.04  0.15  0.183
H  -6.18  -0.50  0.19  0.390
H  -7.87  1.29  -0.04  0.394
H  -7.13  3.63  -0.32  0.395
H  -4.73  4.18  -0.36  0.372
S  -1.86  -1.58  -0.92  -0.528
C  -2.08  -3.12  -0.18  0.761
N  -1.24  -3.63  0.71  0.291
C  -1.41  -4.95  1.32  -0.584
C  -2.11  -5.86  0.33  -0.699
C  -3.41  -5.21  -0.09  -0.658
N  -3.15  -3.84  -0.53  -0.146
H  -0.41  -3.10  0.89  -0.174
H  -1.98  -4.86  2.24  0.270
H  -0.41  -5.32  1.58  0.362
H  -2.30  -6.83  0.78  0.375
H  -1.47  -6.01  -0.55  0.315
H  -4.12  -5.20  0.74  0.308
H  -3.87  -5.74  -0.92  0.393
H  -3.75  -3.41  -1.21  0.247

For the HOMO energy, the calculation gives -10.17 eV. For the energy above the lowest of the compared OMol25 structures with the same formula, charge and spin, the calculation gives 0.7832 eV. The charge is +1. The value obtained for the energy is -62183.85932 eV. Its maximum force is 0.5 eV Å⁻¹.

[5]
DFT (ωB97M-V/def2-TZVPD) results for a gas-phase ion, C5H11N2 (charge +1) at a distorted geometry.

Each line ends with the Mulliken charge.
Geometry (Å):
C  -2.14  -0.98  0.28  0.073
C  -1.66  0.38  0.88  -0.620
C  0.53  0.02  -0.33  0.267
C  1.00  -0.06  -1.77  -1.135
C  1.25  -0.62  0.77  -1.293
N  -1.51  -1.80  -0.41  -0.416
N  -0.56  0.91  0.07  -0.034
H  -3.19  -1.11  0.69  0.344
H  -2.53  0.99  1.03  0.462
H  -1.17  0.00  1.76  0.336
H  1.84  0.53  -1.94  0.445
H  0.46  0.30  -2.70  0.365
H  1.39  -1.08  -1.71  0.293
H  1.34  0.15  1.57  0.318
H  2.19  -1.05  0.54  0.450
H  0.54  -1.40  1.07  0.349
H  -0.91  1.37  -0.76  0.388
H  -0.20  1.58  0.80  0.408

For the HOMO energy (alpha / beta), the calculation gives -13.92 / -12.66 eV. For the energy above the lowest of the compared OMol25 structures with the same formula, charge and spin, the calculation gives 4.9107 eV. The charge is +1. The value obtained for the energy is -8332.20834 eV. Its maximum force is 3.8 eV Å⁻¹.

[6]
DFT (ωB97M-V/def2-TZVPD) results for 2 unconnected molecules or ions with the total composition CH6NO at a distorted geometry.

Each line ends with the Mulliken charge.
Geometry (Å):
N  1.49  -0.57  -0.17  -0.441
H  0.76  -1.30  -0.36  0.409
H  0.98  0.26  0.22  0.381
H  1.96  -0.47  -1.03  0.340
H  2.10  -0.83  0.53  0.341
O  -0.91  -0.13  0.33  -0.522
C  -1.88  0.66  0.18  -0.005
H  -2.52  1.04  1.09  0.257
H  -1.99  1.34  -0.81  0.238

For the HOMO energy, the calculation gives -15.00 eV. For the energy above the lowest of the compared OMol25 structures with the same formula, charge and spin, the calculation gives 0.9820 eV. The charge is +1. The value obtained for the energy is -4663.78406 eV. Its maximum force is 4.3 eV Å⁻¹.